No. 1
The following is a quantum chemistry calculation of C6H12O in the gas phase, from the Open Molecules 2025 dataset.

structure (SMILES)	CC1(O)CCCC1
charge	0
2S+1	1

Last column: Löwdin charge in e.
Atoms and positions in Å:
C1 -1.6302 -0.8704 -0.8646  -0.0146
C2 -0.4577 -0.5817 0.0837  -0.5312
O1 -0.3826 -1.5231 1.1561  -0.0261
C3 0.9224 -0.6395 -0.5978  -0.1389
C4 1.7483 0.3423 0.2249  -0.1978
C5 0.8241 1.5534 0.2967  -0.1960
C6 -0.5398 0.9170 0.6198  -0.1143
H1 -2.3943 -1.5379 -0.4436  0.0822
H2 -1.3425 -1.2702 -1.8443  0.0827
H3 -2.0879 0.1024 -1.0119  0.0650
H4 -1.2763 -1.8171 1.3753  0.0895
H5 1.3298 -1.6564 -0.6233  0.1236
H6 0.8311 -0.2864 -1.6338  0.1195
H7 1.8616 -0.0736 1.2338  0.1169
H8 2.7364 0.5573 -0.1867  0.1078
H9 0.7868 2.0462 -0.6862  0.1108
H10 1.1407 2.3084 1.0235  0.1059
H11 -1.3449 1.5238 0.1791  0.1010
H12 -0.7249 0.9055 1.6991  0.1140

---

No. 2
The following is a quantum chemistry calculation of C6H12O in the gas phase, from the Open Molecules 2025 dataset.

structure (SMILES)	COCC1(C)CC1
charge	0
2S+1	1

Last column: Löwdin charge in e.
Atoms and positions in Å:
C1 2.3706 0.4155 -0.2305  -0.1124
O1 1.5976 0.5894 0.9241  -0.1841
C2 0.5422 -0.3310 1.0497  -0.1901
C3 -0.6305 -0.0519 0.1240  -0.4862
C4 -0.9916 1.4113 -0.0181  -0.0285
C5 -0.8874 -0.9618 -1.0481  -0.0992
C6 -1.7409 -1.0594 0.1854  -0.0987
H1 1.7682 0.4532 -1.1414  0.0859
H2 2.9080 -0.5406 -0.2056  0.0901
H3 3.0976 1.2269 -0.2559  0.0904
H4 0.8982 -1.3676 0.9047  0.1314
H5 0.2108 -0.2398 2.0896  0.1343
H6 -0.2051 1.9677 -0.5399  0.0801
H7 -1.1321 1.8808 0.9619  0.0895
H8 -1.9209 1.5195 -0.5879  0.0845
H9 -0.1895 -1.7724 -1.2474  0.1019
H10 -1.3300 -0.5249 -1.9397  0.1030
H11 -1.6031 -1.9254 0.8296  0.1042
H12 -2.7622 -0.6894 0.1456  0.1040

---

How do the records compare in frontier orbital gap? In the order shown, they have 10.9, 10.7 eV.
How do the records compare in relative energy (zero: lowest compared OMol25 entry of this formula, charge and spin)? In the order shown, they have 8.5, 34.7 kcal/mol.